Record 1
{"formula": "C22H49BF4NO17P2S", "method": "ωB97M-V/def2-TZVPD", "total_charge": -1, "energy_ev": -100867.099, "gap_ev": 7.33, "symbols": ["O", "C", "N", "P", "F", "B", "O", "O", "P", "O", "O", "S", "O", "C", "C", "O", "C", "F", "F", "F", "O", "H", "H", "H", "H", "H", "H", "H", "C", "O", "C", "C", "O", "C", "C", "O", "C", "H", "H", "H", "H", "H", "H", "H", "H", "H", "H", "H", "H", "H", "H", "C", "O", "C", "C", "O", "C", "C", "O", "C", "H", "H", "H", "H", "H", "H", "H", "H", "H", "H", "H", "H", "H", "H", "C", "O", "C", "C", "O", "C", "C", "O", "C", "H", "H", "H", "H", "H", "H", "H", "H", "H", "H", "H", "H", "H", "H"], "xyz": [[1.796908, -4.234907, 3.064564], [1.970693, -3.131007, 2.695597], [2.317622, -2.033784, 2.311467], [1.058299, -1.250276, 1.187993], [0.025343, -1.204370, 2.593755], [1.596856, 0.540217, 1.763841], [1.726327, 1.641936, 0.907962], [1.836993, 0.783109, 3.130350], [2.565963, -1.537782, -0.478277], [3.301534, -0.147165, -0.880696], [3.814875, -2.493801, -0.015362], [1.823446, -2.359775, -2.095357], [-0.114465, -0.491308, 0.178838], [-1.335980, -1.125967, 0.494049], [-1.068729, -2.653186, 0.705867], [-1.824050, -3.215906, 1.741306], [-1.626958, -3.379361, -0.554507], [-2.968271, -3.199015, -0.581021], [-1.159608, -2.931064, -1.703186], [-1.450970, -4.702469, -0.470500], [0.301877, -2.774251, 0.859198], [0.878437, 1.945227, 0.573659], [1.012026, 1.164231, 3.452499], [2.700992, 0.405564, -1.391222], [3.533200, -3.400677, -0.177626], [-1.960810, -0.970024, -0.399167], [-1.944014, -0.651172, 1.270389], [-1.179293, -3.565242, 2.370779], [-2.397222, -6.744883, 7.431102], [-1.182257, -6.054542, 7.623295], [-0.255987, -6.144684, 6.550936], [0.174979, -4.804154, 5.976699], [-0.824387, -3.984534, 5.391927], [-1.879492, -3.467523, 6.179518], [-1.513438, -2.510237, 7.303613], [-0.724496, -3.091172, 8.327690], [0.505800, -2.445671, 8.584683], [-2.354929, -7.728287, 7.911447], [-3.194816, -6.166117, 7.902112], [-2.644232, -6.861602, 6.372427], [-0.644189, -6.780780, 5.748846], [0.644179, -6.629640, 6.947260], [0.866080, -5.025375, 5.160646], [0.761938, -4.234377, 6.699036], [-2.519039, -4.274354, 6.543913], [-2.498304, -2.899138, 5.478821], [-2.452527, -2.186981, 7.770696], [-1.026904, -1.623291, 6.885293], [0.865534, -1.878660, 7.722916], [1.247219, -3.212389, 8.819100], [0.411742, -1.782715, 9.451224], [-5.772464, 3.648427, -3.544282], [-4.385507, 3.635590, -3.805593], [-3.563671, 4.095882, -2.748727], [-2.516620, 3.093563, -2.279863], [-2.967873, 1.864701, -1.740427], [-3.692580, 0.974021, -2.580997], [-2.977261, 0.426795, -3.807382], [-2.615266, 1.414263, -4.759116], [-1.239655, 1.458045, -5.087741], [-6.226383, 4.557273, -3.952764], [-6.219344, 2.786310, -4.043282], [-5.993459, 3.572928, -2.476105], [-4.167153, 4.423098, -1.895350], [-3.023341, 4.974358, -3.123402], [-1.976241, 3.578402, -1.460656], [-1.765660, 2.917425, -3.051774], [-4.656879, 1.412967, -2.842336], [-3.927352, 0.111596, -1.950681], [-3.674540, -0.256170, -4.307287], [-2.105963, -0.157031, -3.494002], [-0.608696, 1.043984, -4.297483], [-0.960549, 2.505053, -5.233181], [-1.057111, 0.921920, -6.023870], [1.055585, 5.394871, -4.789564], [2.352061, 5.341944, -4.232633], [2.460735, 4.615303, -3.020172], [3.464865, 3.472877, -3.061691], [3.230454, 2.420224, -3.981015], [3.242690, 2.671720, -5.374099], [4.547301, 3.151949, -5.991669], [4.978188, 4.418625, -5.524482], [6.274100, 4.450826, -4.963000], [0.558413, 6.327556, -4.504218], [1.151966, 5.375127, -5.877163], [0.440660, 4.541860, -4.488944], [1.484674, 4.235874, -2.699842], [2.805538, 5.320046, -2.254219], [3.429143, 2.999394, -2.076147], [4.485765, 3.845022, -3.161196], [2.413533, 3.324666, -5.653786], [3.019532, 1.704645, -5.833899], [4.375080, 3.252624, -7.070517], [5.323181, 2.392970, -5.847912], [6.588832, 3.473859, -4.588268], [6.261258, 5.148100, -4.122713], [6.997193, 4.814982, -5.700030]], "atomic_forces_ev_per_a": [[-0.32, 0.20, 0.15], [1.34, -0.04, -0.01], [-1.20, -0.81, -0.26], [0.54, 1.05, 1.71], [-0.10, 0.34, -0.49], [0.83, 0.54, 0.57], [-0.37, -0.06, 0.43], [-0.30, -0.21, -0.91], [-0.14, -1.33, -1.99], [0.46, -0.50, 1.04], [-0.12, 1.28, 0.24], [-0.09, 0.16, 0.03], [-0.08, -0.82, 1.32], [-1.37, 0.43, -1.86], [-0.32, 1.01, -0.72], [0.47, 0.06, 0.33], [0.01, -0.17, 0.90], [-0.28, 0.18, -0.08], [0.19, -0.05, -0.33], [0.40, -0.22, -0.28], [-0.20, -0.25, -0.34], [-0.03, -0.26, -0.42], [0.15, 0.14, 0.38], [-0.14, -0.03, -0.07], [-0.04, -0.06, -0.15], [0.10, -0.32, 0.07], [0.67, -0.27, 0.52], [-0.06, 0.08, 0.19], [0.09, 0.09, 0.21], [-0.17, 0.07, -0.27], [0.06, 0.02, 0.10], [0.22, 0.16, 0.08], [-0.02, -0.06, -0.13], [-0.15, -0.19, -0.01], [-0.10, -0.02, 0.09], [0.19, 0.06, -0.25], [-0.10, -0.18, 0.16], [-0.07, -0.07, -0.11], [0.01, -0.03, 0.04], [0.03, -0.03, -0.01], [-0.11, 0.04, 0.01], [0.09, 0.00, -0.17], [-0.10, 0.00, -0.07], [-0.15, -0.05, 0.23], [0.10, -0.03, 0.24], [0.10, 0.06, -0.03], [-0.07, 0.09, -0.17], [0.09, -0.06, 0.00], [-0.02, 0.02, -0.01], [-0.01, 0.01, 0.03], [0.06, 0.10, -0.06], [0.10, -0.01, -0.22], [-0.10, -0.13, 0.28], [0.06, 0.06, -0.10], [0.31, -0.09, -0.06], [-0.10, 0.03, -0.04], [-0.21, 0.06, 0.04], [-0.05, -0.04, -0.07], [0.21, 0.04, 0.26], [-0.16, 0.11, -0.12], [-0.08, 0.02, 0.11], [0.00, 0.03, -0.04], [0.01, 0.03, 0.01], [-0.07, -0.09, -0.01], [0.10, 0.03, 0.17], [-0.09, 0.00, 0.06], [-0.16, 0.01, -0.20], [0.06, 0.07, -0.24], [0.15, 0.01, 0.04], [-0.01, -0.14, 0.17], [0.03, 0.06, 0.01], [0.00, -0.05, -0.01], [-0.01, -0.01, -0.05], [0.11, -0.07, 0.05], [0.19, 0.15, -0.06], [-0.15, -0.31, -0.06], [0.08, 0.11, 0.03], [0.28, 0.01, 0.06], [-0.08, -0.08, 0.05], [-0.25, 0.09, -0.04], [-0.04, 0.10, -0.10], [0.05, -0.24, 0.24], [-0.13, 0.23, -0.06], [-0.13, -0.06, 0.03], [0.00, 0.05, 0.01], [-0.01, 0.01, 0.04], [-0.03, -0.03, -0.11], [-0.01, -0.14, 0.15], [-0.08, -0.04, -0.02], [-0.05, 0.21, -0.16], [0.12, 0.22, 0.00], [0.09, -0.04, 0.06], [-0.04, -0.21, -0.02], [0.02, 0.04, 0.09], [0.00, -0.02, -0.03], [0.01, 0.02, -0.03], [0.09, -0.10, 0.03]]}

***

Record 2
{"formula": "C33H45CoN5S", "method": "ωB97M-V/def2-TZVPD", "total_charge": -2, "s_squared": 3.82, "energy_ev": -90858.973, "gap_ev": [1.47, 4.39], "multiplicity": 4, "symbols": ["Co", "N", "N", "C", "C", "C", "C", "H", "H", "H", "C", "C", "H", "H", "H", "C", "C", "H", "H", "H", "C", "H", "H", "H", "C", "H", "H", "H", "C", "H", "C", "H", "C", "H", "C", "H", "C", "C", "H", "C", "C", "H", "C", "H", "N", "C", "C", "C", "H", "C", "C", "H", "H", "H", "C", "H", "C", "C", "H", "H", "H", "C", "H", "H", "H", "C", "C", "N", "C", "S", "N", "C", "C", "H", "H", "H", "H", "H", "H", "H", "H", "H", "H", "H", "H"], "xyz": [[0.000000, 0.000000, 0.000000], [-1.225000, -1.955200, 2.181700], [-0.325000, -2.145300, -1.283200], [1.144000, 1.656500, -0.498600], [2.007600, 0.530700, -0.185200], [1.744400, 0.136300, 1.174100], [2.438200, -0.952100, 1.943000], [2.999100, -1.623200, 1.271900], [1.715100, -1.564400, 2.510000], [3.163200, -0.511200, 2.653100], [0.709500, 0.976900, 1.701300], [0.159000, 0.914500, 3.097600], [0.733200, 1.568100, 3.783300], [0.204700, -0.115200, 3.488000], [-0.894400, 1.238500, 3.128000], [0.354300, 1.936000, 0.666300], [-0.618600, 3.070700, 0.821500], [-1.438900, 2.811800, 1.510300], [-1.067900, 3.347500, -0.146500], [-0.108300, 3.966400, 1.224800], [3.046500, -0.061200, -1.094600], [4.043800, -0.073400, -0.613600], [3.134400, 0.523400, -2.024400], [2.799400, -1.100000, -1.372300], [1.166600, 2.462400, -1.765500], [0.148200, 2.665200, -2.133600], [1.707200, 1.940700, -2.570800], [1.665700, 3.437800, -1.601300], [-2.132200, -2.421300, 3.050400], [-2.347700, -1.773700, 3.912300], [-2.785700, -3.654000, 2.914900], [-3.515000, -3.985200, 3.660700], [-2.470000, -4.439300, 1.795400], [-2.953300, -5.410200, 1.640400], [-1.535000, -3.965600, 0.874200], [-1.283600, -4.545900, -0.019000], [-0.925700, -2.706900, 1.093000], [0.018800, -2.091600, 0.141700], [1.048000, -2.442200, 0.307400], [-0.279300, -0.861300, -1.706100], [-0.555500, -3.042700, -2.320700], [-0.640300, -4.119000, -2.182000], [-0.655100, -2.270900, -3.449900], [-0.850700, -2.537700, -4.486400], [-0.474600, -0.927200, -3.062700], [-0.427000, 0.188700, -3.964500], [0.792900, 0.491400, -4.608200], [0.831900, 1.613400, -5.453300], [1.777400, 1.868000, -5.946900], [-0.296300, 2.423000, -5.666100], [-0.236500, 3.613400, -6.596300], [-0.278800, 4.563300, -6.036200], [-1.093300, 3.607900, -7.296700], [0.686300, 3.606700, -7.200000], [-1.490600, 2.085200, -5.006500], [-2.381900, 2.706200, -5.157000], [-1.584600, 0.974500, -4.151900], [-2.872500, 0.665600, -3.430900], [-3.291400, -0.306000, -3.740600], [-3.621400, 1.452900, -3.613900], [-2.698100, 0.595500, -2.343200], [2.033700, -0.343000, -4.384300], [2.172700, -1.087700, -5.189700], [1.977300, -0.902700, -3.436500], [2.931000, 0.296500, -4.365100], [-3.238800, 4.058600, 2.861100], [-4.289500, 3.447600, 1.917900], [-3.731500, 2.454600, 1.000800], [-3.131500, 1.198300, 1.375400], [-2.436100, 0.225500, 0.185700], [-3.301900, 0.638200, 2.677500], [-4.308300, 0.940000, 3.687500], [-4.245000, -0.049800, 4.855000], [-2.681200, 3.297700, 3.451300], [-3.730600, 4.750300, 3.580000], [-2.493800, 4.647400, 2.289400], [-5.139600, 3.018700, 2.476600], [-4.715200, 4.290400, 1.333400], [-3.722900, 2.705400, -0.000300], [-2.693800, -0.130400, 2.854000], [-4.165400, 1.936100, 4.133400], [-5.322500, 0.858300, 3.239400], [-3.242800, -0.016400, 5.340000], [-5.010200, 0.205400, 5.615900], [-4.449200, -1.081900, 4.496900]], "atomic_forces_ev_per_a": [[-0.67, -0.03, -0.14], [-0.39, -0.91, 0.66], [-0.03, -0.27, -0.40], [0.80, 0.18, 0.79], [0.28, 0.96, 0.49], [0.13, 0.86, 0.01], [0.03, 0.06, -0.05], [-0.16, 0.17, 0.18], [0.24, 0.18, -0.15], [-0.18, -0.25, -0.10], [0.57, 0.42, -0.21], [0.12, 0.14, 0.07], [-0.19, -0.15, -0.06], [-0.07, 0.32, -0.14], [0.41, -0.09, 0.02], [0.50, -0.10, 0.06], [0.23, -0.06, 0.10], [0.63, 0.18, -0.38], [0.07, -0.09, 0.29], [-0.20, -0.14, -0.07], [0.12, -0.01, 0.16], [-0.25, -0.03, -0.20], [0.01, -0.22, 0.36], [0.13, 0.14, 0.01], [-0.02, 0.14, 0.09], [0.23, -0.04, 0.03], [-0.19, 0.19, 0.27], [-0.14, -0.23, -0.16], [0.40, -0.62, -0.27], [0.13, -0.38, -0.26], [0.08, 0.14, -0.03], [0.23, 0.15, -0.30], [0.12, 0.23, -0.17], [0.14, 0.30, 0.10], [-0.70, 0.15, 0.51], [-0.03, 0.19, 0.41], [-0.11, 0.00, -0.49], [0.03, -1.32, 0.71], [-0.17, 0.19, -0.07], [-0.63, -0.14, -1.24], [0.06, 0.69, -0.38], [0.04, 0.44, -0.14], [0.04, -0.17, 0.05], [0.07, 0.02, 0.34], [-0.09, -0.94, -0.30], [0.19, 0.06, -0.05], [-0.67, 0.26, 0.00], [-0.33, 0.02, 0.02], [-0.31, -0.07, 0.15], [0.09, -0.65, 0.30], [-0.12, 0.13, -0.18], [0.04, -0.31, -0.18], [0.35, 0.02, 0.31], [-0.30, 0.01, 0.27], [0.20, -0.12, 0.01], [0.32, -0.22, 0.05], [0.47, 0.25, -0.26], [0.00, -0.08, 0.17], [0.14, 0.28, 0.02], [0.27, -0.30, 0.03], [-0.07, 0.09, -0.36], [0.05, -0.26, 0.02], [-0.11, 0.29, 0.20], [0.02, 0.33, -0.42], [-0.31, -0.21, 0.00], [0.16, 0.24, 0.35], [0.04, 0.29, 0.19], [0.45, -1.75, 0.81], [-2.07, 0.15, -0.13], [-0.63, 0.89, 0.41], [-0.14, 2.18, -1.45], [-0.39, -0.11, 0.19], [0.24, -0.40, -0.02], [-0.37, 0.41, -0.42], [0.20, -0.39, -0.35], [-0.39, -0.35, 0.26], [0.37, 0.23, -0.11], [0.23, -0.67, 0.04], [0.28, -0.73, 1.05], [0.31, -0.40, -0.32], [-0.24, -0.11, -0.36], [0.49, 0.34, 0.20], [-0.60, -0.08, -0.26], [0.38, -0.04, -0.45], [0.16, 0.54, 0.27]]}

***

Record 3
{"formula": "C15H18N2O3", "method": "ωB97M-V/def2-TZVPD", "total_charge": 0, "energy_ev": -24962.325, "gap_ev": 7.36, "smiles": "COCc1cnc2c(CCCC(=O)O)ccc(C)c2n1", "symbols": ["C", "O", "C", "C", "C", "N", "C", "C", "C", "C", "C", "C", "O", "O", "C", "C", "C", "C", "C", "N", "H", "H", "H", "H", "H", "H", "H", "H", "H", "H", "H", "H", "H", "H", "H", "H", "H", "H"], "xyz": [[3.029746, -3.904110, 1.506486], [3.577753, -2.661923, 2.033307], [3.982058, -1.767394, 0.970325], [2.736057, -0.818278, 0.557661], [2.272232, 0.286284, 1.551124], [1.217155, 1.218984, 1.330855], [0.606237, 0.958832, 0.052903], [-0.627425, 1.871487, -0.346328], [-1.119855, 2.992026, 0.692246], [-2.567923, 2.718316, 1.338330], [-2.935344, 1.166991, 1.562969], [-4.207924, 0.724822, 0.656297], [-5.352075, 0.611729, 1.191114], [-4.131479, 0.466962, -0.746952], [-1.400252, 1.750952, -1.683042], [-0.954028, 0.644820, -2.695484], [0.249199, -0.287541, -2.311545], [0.596740, -1.432175, -3.408576], [1.041705, -0.139030, -0.948717], [2.121007, -1.060386, -0.705384], [3.662911, -4.817530, 1.807087], [2.961948, -3.924126, 0.359289], [1.973649, -4.080820, 1.943025], [4.828644, -1.066826, 1.335286], [4.364183, -2.309877, 0.030192], [2.846634, 0.375426, 2.545919], [-0.314765, 3.241895, 1.485824], [-1.221724, 3.967582, 0.071682], [-3.374855, 3.195143, 0.670157], [-2.586448, 3.230844, 2.364137], [-2.057047, 0.442153, 1.484504], [-3.321569, 1.078223, 2.651447], [-4.119119, -0.503637, -0.931464], [-2.281555, 2.462637, -1.853869], [-1.525579, 0.524543, -3.681318], [0.570178, -2.424994, -2.813691], [-0.192804, -1.471264, -4.250696], [1.653734, -1.260738, -3.815100]], "atomic_forces_ev_per_a": [[-0.71, -1.08, -0.06], [0.31, -0.41, -1.78], [-0.53, 1.43, -0.44], [-1.43, 0.56, -1.23], [-1.11, 0.43, -1.47], [2.44, -4.63, -2.75], [-1.58, 0.47, -1.45], [-0.36, -0.82, -1.92], [0.34, 0.60, -0.99], [0.31, -0.13, -0.09], [-1.04, 0.03, 0.42], [-3.60, -0.99, 1.92], [4.78, 0.59, -1.99], [0.90, -0.18, 1.61], [3.49, -2.10, 2.09], [2.44, -0.09, 3.69], [-2.39, 2.18, -0.39], [-0.04, 0.27, 1.66], [-1.18, 0.39, -0.78], [-0.55, 3.41, 3.98], [-0.69, 1.55, -0.26], [0.03, 0.29, 1.70], [1.66, 0.45, -0.73], [-1.39, -1.31, -0.30], [-0.72, 0.73, 1.43], [-1.06, -0.13, -1.77], [-1.40, -0.87, -1.30], [0.19, -1.55, 1.00], [1.23, -0.68, 1.11], [-0.13, -0.66, -1.60], [-1.15, 1.12, -0.35], [0.43, -0.03, -1.98], [-0.14, 1.08, 0.48], [1.51, -1.31, 0.15], [1.15, 0.05, 1.66], [0.20, 1.46, -1.24], [1.37, 0.26, 1.48], [-1.59, -0.36, 0.50]]}

***

The records above give, respectively, strongest force on any atom values of 2.4; 2.6; 5.9 eV Å⁻¹.